Entry 1:
A 2-piece molecular cluster, C29H47Si overall at a distorted geometry. Source: the OMol25 dataset; level of theory: the ωB97M-V functional and the def2-TZVPD basis.

Last column: Löwdin charge in e.
Positions of all 77 atoms, in Å:
C (8.804, -0.231, -6.333)  -0.060
C (7.917, -0.039, -5.105)  -0.666
C (8.829, 0.118, -3.887)  -0.053
C (7.046, 1.203, -5.271)  -0.064
C (7.042, -1.319, -5.025)  -0.217
Si (5.412, -1.296, -4.144)  0.971
C (4.556, -0.051, -3.058)  -0.148
C (4.114, -2.432, -4.956)  -0.137
H (5.698, -3.049, -2.220)  0.047
H (8.195, -0.373, -7.234)  0.094
H (9.456, 0.634, -6.490)  0.096
H (9.435, -1.118, -6.204)  0.097
H (8.280, 0.340, -2.964)  0.073
H (9.422, -0.792, -3.725)  0.094
H (9.523, 0.951, -4.069)  0.101
H (6.648, 1.550, -4.309)  0.067
H (7.653, 2.021, -5.686)  0.103
H (6.207, 1.018, -5.954)  0.094
H (6.738, -1.609, -6.049)  0.100
H (7.661, -2.158, -4.658)  0.107
H (4.941, 0.955, -3.248)  0.035
H (3.484, -0.077, -3.317)  0.054
H (4.626, -0.255, -1.980)  0.031
H (4.248, -2.326, -6.045)  0.051
H (4.198, -3.492, -4.669)  0.034
H (3.111, -2.073, -4.668)  0.049
C (4.411, 1.746, 0.413)  -0.054
C (5.093, 0.483, 0.811)  -0.287
C (6.394, 0.192, 0.378)  -0.015
C (6.876, -1.121, 0.410)  -0.205
C (8.159, -1.409, -0.323)  -0.034
C (6.094, -2.119, 1.034)  -0.122
C (6.357, -3.629, 0.865)  -0.313
C (7.616, -4.125, 1.591)  -0.042
C (6.335, -4.061, -0.603)  -0.138
C (5.185, -3.399, -1.376)  -0.135
C (4.061, -4.281, -1.844)  -0.138
C (2.699, -3.950, -1.602)  -0.203
C (2.248, -2.614, -1.076)  -0.029
C (1.730, -4.920, -1.862)  -0.003
C (2.084, -6.161, -2.407)  -0.263
C (1.068, -7.261, -2.478)  -0.050
C (3.393, -6.359, -2.846)  -0.007
C (4.368, -5.384, -2.673)  -0.232
C (5.688, -5.532, -3.387)  -0.039
C (4.936, -1.732, 1.745)  -0.228
C (4.214, -2.677, 2.661)  -0.039
C (4.409, -0.468, 1.559)  -0.017
H (3.832, 2.160, 1.243)  0.087
H (5.130, 2.485, 0.065)  0.078
H (3.705, 1.551, -0.405)  0.076
H (7.015, 0.980, -0.048)  0.119
H (8.620, -2.363, -0.053)  0.056
H (8.003, -1.403, -1.414)  0.061
H (8.888, -0.615, -0.104)  0.097
H (5.497, -4.178, 1.289)  0.126
H (7.616, -3.769, 2.632)  0.092
H (7.587, -5.224, 1.589)  0.087
H (8.551, -3.812, 1.106)  0.067
H (7.280, -3.766, -1.076)  0.107
H (6.267, -5.158, -0.670)  0.126
H (4.761, -2.523, -0.873)  0.102
H (1.149, -2.564, -1.108)  0.089
H (2.538, -2.462, -0.029)  0.078
H (2.649, -1.767, -1.649)  0.062
H (0.688, -4.723, -1.599)  0.124
H (1.429, -8.058, -3.137)  0.078
H (0.862, -7.696, -1.487)  0.093
H (0.114, -6.883, -2.863)  0.084
H (3.668, -7.305, -3.330)  0.126
H (5.602, -6.342, -4.121)  0.088
H (6.010, -4.634, -3.932)  0.063
H (6.514, -5.830, -2.731)  0.082
H (3.373, -2.166, 3.147)  0.085
H (3.799, -3.544, 2.129)  0.079
H (4.884, -3.043, 3.447)  0.096
H (3.436, -0.226, 2.004)  0.130

Summary:
**HOMO**: -0.3993 hartree
**Calculated total energy**: -1422.4709 hartree
**Charge**: +1

Entry 2:
C29H48BrN3P2PdS as an isolated structure at a distorted geometry. Source: the OMol25 dataset; level of theory: the ωB97M-V functional and the def2-TZVPD basis.

Last column: Löwdin charge in e.
Positions of all 85 atoms, in Å:
N (1.597, 3.445, 5.194)  0.037
C (0.764, 2.502, 5.630)  -0.165
C (0.962, 1.143, 5.379)  -0.031
C (2.063, 0.772, 4.571)  -0.224
C (3.034, 1.766, 4.295)  -0.025
C (2.728, 3.097, 4.580)  -0.164
C (2.182, -0.495, 3.896)  -0.040
Pd (0.200, -0.979, -0.890)  0.120
P (-1.003, -1.846, -2.867)  0.775
C (3.336, -0.905, 3.255)  -0.032
C (3.189, -1.778, 2.121)  -0.248
C (3.821, -1.539, 0.861)  -0.040
C (3.107, -1.807, -0.288)  -0.161
C (1.725, -2.236, -0.181)  -0.576
C (1.365, -2.928, 1.040)  -0.133
C (2.094, -2.692, 2.178)  -0.073
Br (1.192, -3.435, -1.875)  0.687
H (1.333, -1.172, 3.981)  0.108
H (4.296, -0.410, 3.369)  0.107
H (0.264, 0.400, 5.779)  0.108
H (3.962, 1.528, 3.762)  0.105
H (-0.100, 2.850, 6.192)  0.101
H (3.435, 3.895, 4.313)  0.110
H (4.802, -1.053, 0.844)  0.117
H (1.786, -3.054, 3.165)  0.116
H (3.543, -1.698, -1.285)  0.084
H (0.498, -3.592, 1.061)  0.096
P (0.641, 1.349, -1.124)  0.823
C (-1.884, -3.411, -2.130)  -0.427
C (-2.350, -4.533, -3.041)  -0.170
H (-2.706, -2.956, -1.551)  0.072
H (-1.200, -3.815, -1.371)  -0.017
H (-2.874, -5.274, -2.423)  0.071
H (-3.073, -4.195, -3.783)  0.032
H (-1.530, -5.072, -3.534)  0.068
C (0.275, -1.599, -4.236)  -0.457
C (0.074, -2.625, -5.340)  -0.173
H (1.300, -1.644, -3.816)  0.016
H (0.158, -0.571, -4.631)  0.065
H (1.031, -2.966, -5.739)  0.066
H (-0.456, -3.517, -4.985)  0.046
H (-0.492, -2.213, -6.182)  0.071
C (-2.413, -1.051, -3.724)  -0.422
C (-3.256, -1.967, -4.612)  -0.165
H (-1.960, -0.250, -4.326)  0.066
H (-3.009, -0.574, -2.930)  0.040
H (-3.761, -1.396, -5.395)  0.068
H (-2.662, -2.730, -5.122)  0.047
H (-4.033, -2.479, -4.039)  0.066
C (-0.441, 2.823, -1.410)  -0.446
C (-1.301, 2.820, -2.667)  -0.157
H (0.245, 3.684, -1.462)  0.083
H (-1.101, 2.956, -0.541)  0.027
H (-1.714, 3.833, -2.812)  0.074
H (-0.762, 2.570, -3.593)  0.064
H (-2.151, 2.134, -2.567)  0.043
C (1.743, 1.574, -2.575)  -0.417
C (3.113, 0.933, -2.426)  -0.154
H (1.842, 2.659, -2.739)  0.080
H (1.209, 1.155, -3.443)  0.056
H (3.657, 1.010, -3.373)  0.074
H (3.705, 1.428, -1.650)  0.064
H (3.049, -0.125, -2.163)  0.022
C (1.620, 1.901, 0.344)  -0.375
C (0.924, 2.840, 1.326)  -0.148
H (2.530, 2.372, -0.056)  0.072
H (1.927, 0.983, 0.870)  0.058
H (1.658, 3.242, 2.033)  0.056
H (0.443, 3.694, 0.829)  0.060
H (0.153, 2.322, 1.910)  0.052
S (-2.056, 0.239, -0.253)  0.600
C (-2.349, 0.706, 1.389)  -0.752
N (-2.139, 1.964, 1.858)  0.001
C (-2.615, 2.461, 3.157)  -0.165
C (-2.787, 1.311, 4.118)  -0.174
C (-3.585, 0.206, 3.456)  -0.169
N (-2.894, -0.196, 2.225)  -0.009
H (-1.945, 2.650, 1.127)  0.106
H (-3.562, 2.997, 2.998)  0.125
H (-1.873, 3.168, 3.540)  0.117
H (-3.293, 1.643, 5.027)  0.122
H (-1.811, 0.921, 4.417)  0.101
H (-4.600, 0.556, 3.208)  0.126
H (-3.643, -0.680, 4.092)  0.121
H (-3.191, -1.048, 1.762)  0.117

Summary:
**HOMO (alpha / beta)**: -0.2048 / -0.2087 hartree
**Calculated total energy**: -5080.7389 hartree
**Charge**: 0